DFT (ωB97M-V with the def2-TZVPD basis set) results for a cluster of 9 separate species, C28H62F9N4O17P2 in total at a distorted geometry.

Results
- lowest unoccupied orbital energy (eV) = 1.95
- gap between HOMO and LUMO (eV) = 8.84
- net charge = -1
- max |F| (eV/A) = 5.8

Structure (XYZ):
```
122
Properties=species:S:1:pos:R:3:forces:R:3:lowdin_charge:R:1
P 0.9701 0.4473 0.6899 1.2428 -0.4198 -0.7005 0.305
F 0.3922 -0.5982 -0.4743 0.6909 0.8051 1.6346 -0.181
F 2.1547 0.9563 -0.3431 -0.1377 -1.1099 -0.3265 -0.190
F 0.0352 1.6217 0.0565 -0.7699 -0.5989 0.3358 -0.177
F 1.6050 1.5751 1.6657 -0.6066 -0.3134 1.1365 -0.161
F -0.1817 0.0022 1.7875 0.7428 0.5050 -1.1158 -0.169
F 1.9808 -0.7058 1.3427 -1.0871 1.0351 -0.9258 -0.176
C -1.7714 4.7026 1.1926 -0.9135 -0.0537 0.8411 -0.037
C -2.5377 3.9767 2.3365 0.3512 -1.6044 -2.2286 -0.446
C -2.1750 2.4921 2.3886 -0.1426 0.9710 -0.1034 -0.209
O -2.9678 1.8743 3.3938 -0.3624 0.7474 -0.6807 -0.182
C -2.9532 0.4968 3.2492 0.4271 -1.2651 0.7675 -0.128
N -2.2201 4.5872 3.5771 -0.5579 0.7221 1.2505 0.059
H -1.8147 4.2498 0.2021 0.2249 -0.3976 0.1757 0.077
H -0.7717 4.8101 1.6135 0.2044 0.1290 -0.5544 0.071
H -2.2199 5.6885 1.0706 0.2355 0.1842 0.1497 0.076
H -3.6191 3.9603 2.2014 -0.1705 0.3084 -0.4501 0.136
H -1.1212 2.4250 2.6593 0.3104 -0.3419 -0.2519 0.104
H -2.3455 2.0530 1.4056 0.0871 -0.2920 0.0248 0.124
H -1.9575 0.1280 3.4953 0.1894 -0.3274 0.0284 0.070
H -3.1729 0.0967 2.2594 -0.2136 0.3871 -0.3258 0.084
H -3.6521 0.0536 3.9587 -0.0858 0.1325 0.0239 0.093
H -3.1394 4.8868 3.8690 0.2527 0.6426 0.8865 0.081
H -1.9928 3.8521 4.2315 0.0421 0.0356 0.3231 0.049
C 0.3754 3.2795 -4.0946 -0.5867 -0.6009 -1.1835 -0.042
C -0.5015 2.0149 -4.0825 -1.1482 1.7190 -0.1718 -0.412
C -0.5520 1.2467 -5.4819 0.7508 0.6326 1.1837 -0.164
O -0.8625 2.0242 -6.6521 -0.8725 -0.2609 0.3104 -0.168
C -2.2731 2.2066 -6.8370 -0.3627 0.7673 0.2140 -0.118
N -0.1302 1.1739 -2.9497 -0.2991 -0.5584 -0.9271 0.059
H 0.3855 3.8487 -3.1651 0.5477 -0.7255 0.4451 0.068
H -0.1354 4.0145 -4.7166 0.3717 -0.1428 -0.7190 0.075
H 1.3182 2.9449 -4.5275 0.4959 0.8355 0.3443 0.087
H -1.4746 2.4809 -3.9270 -0.7288 -0.4405 0.0900 0.113
H -1.1997 0.3709 -5.4422 -0.2348 -0.0189 0.2144 0.117
H 0.4700 0.8746 -5.5536 0.0010 0.0480 -0.6856 0.084
H -2.8982 1.3308 -7.0111 0.5117 -0.7581 0.5687 0.081
H -2.5787 2.7976 -7.7004 1.2089 0.2446 -0.4635 0.077
H -2.7060 2.8086 -6.0381 0.0055 -0.3034 0.5183 0.078
H 0.1553 1.7171 -2.1475 0.0634 0.1361 -0.0446 0.045
H -0.9515 0.6615 -2.6617 0.1009 -0.3704 0.2077 0.069
C 1.0023 -2.0833 -4.1277 1.7723 -0.5274 -1.1936 -0.042
C 2.3817 -1.4745 -4.6376 -2.7605 0.3617 -0.0819 -0.382
C 2.3830 -1.2366 -6.2061 -1.1254 0.1802 1.1751 -0.195
O 2.0284 -2.3797 -6.9472 1.3190 -1.4685 -0.1984 -0.183
C 2.9694 -3.4390 -6.7917 0.1877 -0.3031 0.7547 -0.119
N 2.5202 -0.1917 -3.9779 0.8712 0.8583 0.3168 0.029
H 0.8938 -2.9955 -4.7145 -0.6880 -0.1812 0.1534 0.061
H 0.1633 -1.3994 -4.2560 0.1170 -0.0835 -0.0234 0.054
H 1.1592 -2.3488 -3.0823 -0.2991 0.0963 0.0624 0.067
H 3.1132 -2.2122 -4.3074 0.4994 0.4321 -0.2414 0.118
H 3.2660 -0.6820 -6.5236 0.6651 -0.5835 -0.0836 0.117
H 1.5743 -0.5870 -6.5411 -0.1556 0.4385 0.7886 0.107
H 3.9989 -3.1498 -7.0030 0.0276 0.2502 -0.6962 0.087
H 2.6924 -4.3608 -7.3034 -0.2436 0.5155 -0.6834 0.085
H 3.0734 -3.8057 -5.7706 -0.4607 0.2857 0.5334 0.068
H 2.5038 -0.2800 -2.9719 0.9749 -0.6933 0.5448 0.057
H 1.6300 0.2842 -3.9437 -0.5379 0.2374 -0.9893 0.005
C -1.1846 -6.7070 3.3024 0.2225 -0.0944 -0.7709 -0.081
C 0.1451 -5.9814 3.5486 -2.2815 -0.2383 0.5685 -0.405
C 0.0986 -4.6903 2.6788 0.9155 -0.7428 -1.3321 -0.151
O 0.4549 -5.0709 1.3195 0.1821 0.4613 0.6158 -0.197
C 0.6026 -3.9332 0.4729 0.1961 0.0466 0.4226 -0.100
N 0.1606 -5.7437 5.0007 0.6196 1.0654 -0.2186 0.015
H -1.1847 -6.9407 2.2377 -0.3336 -0.4365 0.0006 0.081
H -2.0709 -6.1029 3.4962 0.2145 0.2961 0.1609 0.062
H -1.2707 -7.5968 3.9261 0.0978 -0.2049 -0.1823 0.069
H 0.9034 -6.7321 3.3259 0.5291 0.6419 -0.8464 0.132
H 0.7590 -3.8765 2.9781 0.3321 -0.0941 0.4244 0.117
H -0.8961 -4.2564 2.5770 -0.3601 -0.1466 0.6355 0.114
H 1.3364 -3.2137 0.8363 0.5006 -0.1917 0.2944 0.069
H -0.2896 -3.3093 0.4183 -0.4960 -0.4239 -0.2631 0.059
H 0.9350 -4.2791 -0.5058 -0.3218 -0.0304 0.0428 0.092
H 0.2813 -6.6300 5.4700 -0.1832 -0.2113 0.0289 0.061
H 1.0175 -5.2451 5.1935 0.1830 0.3146 0.3913 0.061
C -4.5571 -3.6907 2.4207 0.1579 -0.2982 -1.7473 -0.032
O -3.9404 -2.9371 1.3098 -0.1771 1.2832 1.1379 -0.270
P -3.8517 -3.5374 -0.1629 0.6326 -1.5712 0.4541 0.405
O -3.0903 -4.8214 -0.1123 -1.1308 1.7521 -0.8494 -0.243
O -5.3925 -3.6742 -0.5856 1.3528 -0.6153 0.2453 -0.234
C -6.2458 -2.5497 -0.4240 -0.6603 -0.5783 -0.5622 -0.106
O -3.3499 -2.3314 -1.1199 -0.4744 -0.1454 2.0084 -0.204
C -2.2280 -1.5192 -0.6524 1.3705 -0.6421 -0.7642 -0.098
H -4.9198 -3.0866 3.2523 0.5496 0.5882 -0.3747 0.086
H -3.8243 -4.4276 2.7498 -0.2707 -0.0457 0.0330 0.075
H -5.4354 -4.1354 1.9528 0.0013 -0.5458 0.4219 0.078
H -6.6890 -2.4781 -1.4172 -0.0171 0.9765 0.1036 0.093
H -5.7215 -1.6761 -0.0367 -0.1728 0.0602 -0.3463 0.088
H -7.0609 -2.8374 0.2401 0.1069 0.0783 0.2803 0.086
H -1.4130 -1.8125 -1.3141 0.0683 0.1857 0.1228 0.074
H -1.8743 -1.7082 0.3612 -0.5207 -0.3100 0.0598 0.063
H -2.3261 -0.4371 -0.7388 -0.8994 -0.1369 -0.2304 0.083
C 6.1432 1.2033 1.0487 -0.0149 0.2788 0.2288 -0.033
C 4.9636 1.0103 1.9569 0.2788 -0.2551 -1.2480 -0.369
O 5.0257 2.1174 2.7912 -0.3228 0.8069 0.9426 0.134
C 5.7358 3.1175 2.1840 -1.1141 2.4828 1.2534 -0.520
O 5.7720 4.2778 2.5961 0.2450 -3.4738 -1.2830 0.129
O 6.2311 2.6359 1.0474 0.8834 0.4796 -0.7975 0.075
F 5.0507 -0.1341 2.6517 -0.0883 -0.2660 0.5114 0.096
H 5.8482 0.8149 0.0739 0.7925 0.2315 -0.1143 0.148
H 7.0612 0.8237 1.4973 0.0175 -0.3536 -0.3657 0.146
H 4.1075 0.9933 1.2825 -0.8097 0.0455 0.8354 0.143
C 1.6452 4.0490 -0.2612 0.0199 -0.9713 1.3972 -0.115
C 2.7958 4.5804 0.5179 -1.1066 -0.5485 0.0340 -0.293
O 2.3874 5.9459 0.7281 1.5939 -1.0377 1.3353 0.160
C 1.5874 6.2746 -0.2853 -0.4435 2.7060 -0.5994 -0.586
O 1.2769 7.4084 -0.5884 0.3685 -1.7038 0.5779 0.137
O 1.2118 5.1898 -0.9127 -1.6868 -0.0430 -2.3554 0.092
F 3.8570 4.5395 -0.2914 1.7648 0.5521 -0.5339 0.097
H 0.9091 3.7198 0.4723 -0.2780 -0.1954 -0.3860 0.107
H 1.9589 3.2296 -0.9080 -0.2904 0.3017 -0.1710 0.135
H 2.9907 3.9224 1.3647 0.0969 1.0301 0.7125 0.167
C -0.0259 2.1232 5.0461 -1.5739 0.5672 -0.8138 -0.059
C 0.9361 1.0358 4.7584 1.4131 0.0973 0.2798 -0.274
O 1.0667 0.4489 6.0286 0.0832 -0.1874 0.5260 0.127
C 0.6375 1.3551 6.9833 1.0526 -3.8726 4.1276 -0.565
O 0.6182 1.1164 8.1929 0.3874 0.5654 -3.0990 0.119
O 0.2114 2.3971 6.4176 -1.3180 3.4008 -1.0413 0.138
F 2.1495 1.6467 4.4313 -0.4438 -0.7150 0.0210 0.043
H -1.0524 1.7674 4.9566 -0.1430 -0.1721 0.0429 0.129
H 0.0195 3.0258 4.4367 0.6391 -0.0858 0.2373 0.140
H 0.6835 0.2477 4.0491 0.1219 0.3894 -0.1731 0.156
```
Forces are in eV/Å.